# 1
This record from OMol25 describes an isolated molecule of C21H25N5O2 at a distorted geometry. The level of theory is ωB97M-V with the def2-TZVPD basis set.

CARTESIAN COORDINATES (ANGSTROEM)
H: -2.41 3.80 0.67
C: -0.45 -2.81 -0.08
H: 5.61 0.30 0.11
C: -3.08 2.76 0.60
C: 1.75 0.91 -0.28
H: -1.68 2.05 -0.96
H: 5.39 -3.24 0.41
C: 4.47 0.56 -0.10
H: -3.22 2.45 1.68
H: -5.69 3.06 1.41
C: -4.09 0.48 0.05
H: 5.80 -1.83 1.16
C: 4.11 1.80 -0.24
C: -4.74 1.93 -0.78
H: -6.14 3.84 -0.28
H: 6.68 2.42 0.76
N: -0.70 -0.48 0.02
H: -1.16 1.85 0.64
H: 1.25 -4.25 -0.09
C: 0.10 -1.68 -0.01
H: -4.98 4.61 1.22
H: 0.06 -6.01 -0.15
C: 2.16 -0.43 0.05
C: -1.93 -5.13 -0.06
C: -0.58 -5.19 0.06
H: 6.69 3.82 -0.26
N: -2.71 -1.66 0.05
C: -2.00 -2.84 -0.17
C: -5.29 3.84 0.59
H: 2.38 3.10 -0.60
C: 0.16 -3.88 -0.33
H: -4.56 -0.40 -0.60
C: 2.72 1.87 -0.53
C: 3.61 -0.50 -0.08
C: -1.91 -0.46 -0.11
H: 0.62 1.22 -0.42
N: -2.71 0.69 -0.07
O: 3.93 -1.64 0.26
O: 5.01 3.02 -0.31
C: -2.74 -3.98 0.05
H: -4.75 0.61 1.13
C: -2.13 1.85 -0.12
H: -2.52 -6.23 -0.02
C: 5.25 -2.04 0.29
C: 6.29 2.77 -0.03
H: 1.96 -2.19 -0.09
N: -4.29 2.97 -0.20
H: -5.81 1.84 -1.09
H: -4.20 1.66 -1.84
H: 6.82 2.13 -0.91
H: 5.95 -1.78 -0.45
H: -3.67 -4.10 -0.04
N: 1.35 -1.45 0.06

Summary:
Relative energy (zero: lowest compared OMol25 entry of this formula, charge and spin) (kJ/mol): 1814.2
SMILES string: COc1ccc(Nc2nc(N3CCN(C)CC3)nc3ccccc23)c(OC)c1
Highest occupied orbital energy (hartree): -0.2559
Lowest unoccupied orbital energy (eV): -0.58
Kohn-Sham gap (eV): 6.38


# 2
This record from OMol25 describes C21H25N5O3PV as an isolated structure at a distorted geometry. The level of theory is ωB97M-V with the def2-TZVPD basis set.

CARTESIAN COORDINATES (ANGSTROEM)
C: -4.25 0.51 6.12
C: -4.37 -0.77 6.65
C: 3.17 1.31 -0.32
C: 0.84 -0.18 -2.14
H: -3.34 1.71 4.59
N: 1.32 -0.82 -3.41
C: 0.89 -2.29 -3.45
H: 5.31 -1.12 -0.45
H: -1.14 1.50 -3.67
H: -2.43 -2.46 4.45
C: -1.38 0.43 -3.62
C: -3.72 -1.84 6.05
H: 1.27 -2.75 -2.54
C: -1.00 -1.70 -4.74
C: 1.35 2.27 0.95
H: -0.90 -2.62 -1.50
H: 2.34 -0.76 -3.42
O: 3.83 0.22 -0.85
N: -1.46 1.10 3.06
N: -0.40 1.07 2.13
H: 4.37 2.68 -1.42
H: 4.97 0.02 0.87
C: 2.07 1.13 0.53
H: 1.33 -0.68 -1.31
C: -2.79 -0.35 4.42
H: -0.55 -2.14 -5.63
C: 3.53 2.58 -0.74
H: -2.29 -2.20 -2.48
H: -2.46 0.35 -3.80
H: 1.01 0.94 -4.54
H: 1.39 -2.73 -4.32
H: -4.97 -0.93 7.54
V: 0.14 -0.78 1.58
H: 1.22 -0.55 -5.51
C: 4.52 -0.60 0.10
C: 1.75 3.53 0.55
H: 3.85 -1.32 0.55
H: -4.77 1.34 6.58
C: -2.94 -1.63 4.93
C: -1.85 -0.12 3.30
O: -1.37 -1.19 2.66
N: -0.67 -0.28 -4.69
C: 2.83 3.70 -0.31
H: -0.29 3.09 2.20
H: 1.19 0.85 -2.14
P: -1.00 -0.20 -1.92
C: -1.22 -2.00 -2.34
H: 1.19 4.40 0.89
C: -3.45 0.72 5.01
H: -2.08 -1.81 -4.80
O: 1.71 -0.12 0.86
C: 0.74 -0.11 -4.63
H: -3.83 -2.84 6.46
H: 3.13 4.68 -0.62
C: 0.14 2.17 1.81
N: -0.52 -2.41 -3.56

Summary:
Relative energy (zero: lowest compared OMol25 entry of this formula, charge and spin) (kJ/mol): 42.8
Expectation value of S²: 3.76
Highest occupied orbital energy (spin up / spin down) (hartree): -0.3808 / -0.3852
Lowest unoccupied orbital energy (spin up / spin down) (eV): -2.75 / -3.21
Spin multiplicity: 4
Total charge: +1
Kohn-Sham gap (spin up / spin down) (eV): 7.61 / 7.27


Ordered electronic energy results: -33711.6952 -70745.4284; unit eV.